1.
Molecular formula: H12O6
Method: DFT, the ωB97M-V functional and the def2-TZVPD basis

The geometry in XYZ format:
```
18
Properties=species:S:1:pos:R:3:lowdin_charge:R:1
O 1.262 0.371 -0.538 -0.05
H 0.724 -0.420 -0.505 0.03
H 2.149 0.051 -0.707 0.03
O -0.240 -3.130 -2.620 -0.06
H -1.027 -3.510 -3.011 0.03
H 0.194 -2.680 -3.345 0.03
O 1.939 5.347 -0.692 -0.05
H 1.864 4.400 -0.577 0.02
H 1.268 5.564 -1.339 0.03
O -3.547 2.214 1.177 -0.05
H -3.712 2.124 0.239 0.03
H -2.623 2.458 1.236 0.03
O -0.824 -6.473 0.141 -0.05
H -0.498 -6.607 1.030 0.03
H -0.506 -5.603 -0.103 0.02
O 1.158 2.348 3.138 -0.05
H 1.165 1.901 3.984 0.03
H 1.252 1.646 2.494 0.02
```

## Properties
Energy above the lowest of the compared OMol25 structures with the same formula, charge and spin (kcal per mole): 40.3
Total energy (Ha): -458.608229
Strongest force on any atom (eV/Å): 0.33
Frontier orbital gap (eV): 11.6
SMILES: O.O.O.O.O.O

=====

2.
Molecular formula: C41H58MoN4O3Si
Method: DFT, the ωB97M-V functional and the def2-TZVPD basis

The geometry in XYZ format:
```
108
Properties=species:S:1:pos:R:3:lowdin_spin:R:1
Mo 0.167 -0.459 0.187 1.54
C -1.622 0.699 -3.662 0.00
C -1.439 -0.434 -2.646 0.01
C -0.859 -1.685 -3.320 0.00
C -2.730 -0.745 -1.864 0.00
C -3.954 -0.705 -2.489 0.00
C -5.137 -1.272 -1.878 0.00
C -4.911 -2.097 -0.775 0.00
C -3.668 -2.264 -0.126 0.00
C -3.399 -3.421 0.910 0.00
C -3.448 -4.837 0.216 0.00
C -4.181 -3.426 2.289 0.00
C -2.625 -1.400 -0.614 0.01
N -1.775 -0.953 0.443 0.01
C -2.243 -0.730 1.755 0.01
O -3.355 -0.460 2.225 0.02
C -1.199 -1.022 2.732 0.02
C -1.406 -1.373 4.102 0.00
C -0.234 -1.759 4.817 0.02
C 0.946 -1.857 4.202 0.00
C 1.010 -1.668 2.834 0.04
N -0.036 -1.248 2.107 0.05
C 2.239 -1.697 2.076 0.04
O 3.340 -2.140 2.477 0.09
N 1.943 -1.314 0.666 -0.01
C 2.731 -1.898 -0.269 0.01
C 3.950 -1.213 -0.793 0.01
C 4.636 -2.012 -1.741 0.00
C 4.300 -3.307 -2.081 0.01
C 3.043 -3.834 -1.595 0.00
C 2.286 -3.135 -0.665 0.01
C 1.015 -3.908 -0.112 0.02
C 1.282 -4.981 0.898 0.00
C 0.230 -4.597 -1.249 0.00
C 4.504 0.188 -0.429 0.00
C 4.630 0.998 -1.686 0.00
C 5.825 0.056 0.349 0.00
H -0.682 1.245 -3.856 0.00
H -2.438 1.362 -3.448 0.00
H -1.956 0.283 -4.610 0.00
H -0.658 -0.117 -1.868 0.01
H -1.639 -2.341 -3.821 0.00
H -0.368 -2.315 -2.541 0.00
H -0.132 -1.349 -4.109 0.00
H -4.017 -0.201 -3.449 0.00
H -6.141 -0.956 -2.136 0.00
H -5.758 -2.578 -0.245 0.00
H -2.329 -3.325 1.177 0.00
H -4.389 -4.967 -0.264 0.00
H -3.297 -5.536 1.034 0.00
H -2.722 -4.999 -0.573 0.00
H -5.087 -4.021 2.149 0.00
H -4.526 -2.407 2.517 0.00
H -3.515 -3.789 3.179 0.00
H -2.357 -1.226 4.611 0.00
H -0.264 -1.965 5.865 0.00
H 1.870 -2.133 4.739 0.00
H 5.533 -1.601 -2.204 0.00
H 4.963 -3.891 -2.708 0.00
H 2.619 -4.791 -1.965 0.00
H 0.321 -3.153 0.401 0.01
H 1.213 -4.653 1.996 0.00
H 2.319 -5.320 0.733 0.00
H 0.654 -5.832 0.787 0.00
H -0.388 -3.861 -1.755 0.00
H -0.369 -5.401 -0.855 0.00
H 0.880 -5.057 -2.019 0.00
H 3.640 0.631 0.092 0.00
H 5.428 0.652 -2.347 0.00
H 4.882 2.082 -1.588 0.00
H 3.773 1.017 -2.377 0.00
H 6.633 -0.272 -0.326 0.00
H 5.752 -0.789 1.090 0.00
H 6.089 1.066 0.796 0.00
O 2.309 2.594 1.670 0.02
C 1.482 1.997 1.069 0.02
N 0.429 1.782 0.386 0.02
C -1.724 3.053 -1.051 0.00
Si -0.285 3.626 0.045 0.00
C -0.937 4.283 1.715 0.00
C 0.104 4.514 2.823 0.00
C -1.800 5.565 1.469 0.00
C -1.976 3.270 2.274 0.00
C 0.944 4.721 -0.974 0.00
C 1.713 3.884 -2.004 0.00
C 1.906 5.453 0.005 0.00
C 0.108 5.822 -1.720 0.00
H -2.628 3.628 -0.941 0.00
H -1.891 2.003 -0.867 0.00
H -1.363 3.124 -2.078 0.00
H 0.972 5.133 2.532 0.00
H 0.483 3.565 3.206 0.00
H -0.399 5.032 3.640 0.00
H -1.126 6.436 1.669 0.00
H -2.665 5.701 2.106 0.00
H -2.183 5.745 0.401 0.00
H -1.487 2.307 2.460 0.00
H -2.816 3.056 1.510 0.00
H -2.412 3.678 3.160 0.00
H 2.383 3.155 -1.500 0.00
H 2.320 4.525 -2.694 0.00
H 1.006 3.327 -2.695 0.00
H 1.278 6.023 0.690 0.00
H 2.529 6.220 -0.488 0.00
H 2.534 4.816 0.638 0.00
H 0.501 6.024 -2.778 0.00
H 0.250 6.776 -1.163 0.00
H -0.952 5.582 -1.906 0.00
```

## Properties
Energy above the lowest of the compared OMol25 structures with the same formula, charge and spin (kcal per mole): 0.0
⟨S²⟩: 2.031
Total energy (Ha): -2399.408006
Strongest force on any atom (eV/Å): 5.02
Frontier orbital gap (spin up / spin down) (eV): 5.6 / 6.0
Multiplicity: 3

=====

3.
Molecular formula: C23H54N2O12SSi2
Method: DFT, the ωB97M-V functional and the def2-TZVPD basis

The geometry in XYZ format:
```
94
Properties=species:S:1:pos:R:3:lowdin_charge:R:1
C 10.013 -1.179 -0.449 -0.13
C 9.413 0.208 -1.002 -0.25
C 8.063 -0.017 -1.881 -0.18
C 7.203 1.328 -1.736 -0.27
O 6.247 1.531 -2.829 -0.26
Si 4.694 0.887 -2.343 0.53
C 4.059 2.034 -0.953 -0.26
C 2.463 2.315 -1.029 -0.34
N 2.055 2.971 0.262 -0.04
O 5.001 -0.750 -1.860 -0.30
Si 3.845 -1.368 -0.754 0.49
N 2.934 -2.708 -1.509 -0.03
C 1.948 -2.033 -2.406 -0.45
C 0.465 -1.851 -1.839 0.00
O 2.202 -1.565 -3.526 0.08
C 3.784 -3.661 -2.236 -0.40
C 5.282 -4.046 -1.885 -0.02
O 3.256 -4.268 -3.209 0.04
S 4.892 -1.906 1.080 0.57
C 3.846 -2.772 2.328 -0.18
O 5.307 -0.573 1.704 -0.42
O 6.161 -2.690 0.869 -0.41
H 10.640 -1.719 -1.229 0.07
H 9.226 -1.881 -0.023 0.07
H 10.732 -0.934 0.419 0.07
H 10.203 0.806 -1.569 0.11
H 9.063 0.788 -0.071 0.11
H 8.282 -0.327 -2.952 0.12
H 7.499 -0.854 -1.328 0.09
H 6.691 1.276 -0.709 0.11
H 7.956 2.199 -1.715 0.13
H 3.746 1.004 -3.472 0.03
H 4.547 3.061 -1.105 0.10
H 4.353 1.691 0.100 0.08
H 1.853 1.366 -1.218 0.07
H 2.200 3.066 -1.851 0.12
H 2.176 2.325 1.055 0.06
H 1.052 3.194 0.232 0.06
H 2.830 -0.372 -0.346 0.04
H -0.250 -2.098 -2.685 0.09
H 0.233 -2.526 -0.953 0.09
H 0.386 -0.747 -1.528 0.09
H 5.639 -4.884 -2.588 0.11
H 6.029 -3.194 -1.953 0.08
H 5.293 -4.525 -0.836 0.09
H 3.714 -3.881 2.056 0.08
H 4.407 -2.735 3.316 0.09
H 2.827 -2.284 2.489 0.08
C -3.262 -4.036 -3.747 -0.11
O -4.121 -2.978 -3.361 -0.21
C -5.490 -3.204 -3.677 -0.19
C -6.399 -2.807 -2.517 -0.18
O -6.291 -3.617 -1.350 -0.12
C -5.082 -3.534 -0.594 -0.17
C -4.827 -2.186 0.080 -0.19
O -4.492 -1.187 -0.877 -0.20
C -5.108 0.064 -0.636 -0.11
H -2.974 -3.914 -4.794 0.09
H -2.366 -3.986 -3.125 0.08
H -3.723 -5.017 -3.597 0.09
H -5.672 -4.255 -3.932 0.12
H -5.731 -2.588 -4.552 0.13
H -7.433 -2.925 -2.858 0.13
H -6.291 -1.751 -2.268 0.11
H -4.230 -3.848 -1.194 0.11
H -5.184 -4.279 0.199 0.13
H -3.978 -2.279 0.765 0.12
H -5.711 -1.910 0.660 0.12
H -6.152 -0.051 -0.324 0.08
H -5.095 0.632 -1.567 0.09
H -4.549 0.612 0.129 0.08
C -7.069 2.524 2.013 -0.10
O -6.473 2.837 3.259 -0.20
C -5.368 2.004 3.590 -0.19
C -4.206 2.820 4.153 -0.18
O -3.569 3.697 3.227 -0.12
C -4.309 4.832 2.774 -0.17
C -4.623 5.874 3.847 -0.19
O -5.602 5.392 4.761 -0.20
C -5.323 5.707 6.113 -0.11
H -7.795 1.718 2.145 0.09
H -7.589 3.415 1.655 0.09
H -6.326 2.241 1.262 0.07
H -5.020 1.440 2.717 0.11
H -5.709 1.292 4.350 0.13
H -3.431 2.111 4.462 0.13
H -4.493 3.354 5.058 0.11
H -5.208 4.520 2.244 0.11
H -3.671 5.315 2.029 0.13
H -5.034 6.770 3.372 0.13
H -3.695 6.146 4.355 0.12
H -4.262 5.580 6.349 0.09
H -5.894 5.022 6.743 0.09
H -5.632 6.734 6.328 0.09
```

## Properties
Total energy (Ha): -2898.200820
Strongest force on any atom (eV/Å): 6.60
Frontier orbital gap (eV): 9.2

=====

4.
Molecular formula: C17H38BO4
Method: DFT, the ωB97M-V functional and the def2-TZVPD basis

The geometry in XYZ format:
```
60
Properties=species:S:1:pos:R:3:lowdin_charge:R:1
C 2.743 -1.835 3.764 -0.16
O 1.568 -1.951 2.999 -0.26
C 1.640 -1.146 1.800 -0.22
B 1.963 0.455 2.035 -0.57
O 1.413 1.004 3.312 -0.16
C 0.055 1.344 3.213 -0.23
C -0.731 0.440 4.239 -0.30
C -1.537 1.389 5.170 -0.09
C -1.604 -0.586 3.462 -0.16
C -2.872 -1.090 4.200 -0.39
C -3.829 -1.719 3.109 -0.08
C -2.452 -2.206 5.198 -0.08
H 2.920 -2.817 4.252 0.07
H 3.638 -1.612 3.170 0.08
H 2.559 -1.112 4.571 0.08
H 2.370 -1.609 1.094 0.09
H 0.632 -1.228 1.332 0.07
H 1.546 1.110 1.108 0.06
H 3.181 0.581 2.051 0.04
H -0.332 1.200 2.191 0.09
H -0.066 2.410 3.493 0.11
H 0.015 -0.086 4.845 0.13
H -2.181 2.034 4.554 0.08
H -2.096 0.818 5.927 0.06
H -0.849 2.058 5.710 0.07
H -1.826 -0.224 2.446 0.10
H -0.963 -1.473 3.308 0.11
H -3.462 -0.307 4.686 0.10
H -3.534 -1.388 2.103 0.06
H -4.852 -1.341 3.261 0.06
H -3.788 -2.814 3.124 0.06
H -1.395 -2.086 5.481 0.07
H -3.041 -2.215 6.127 0.07
H -2.519 -3.201 4.734 0.07
C -0.402 1.146 -3.417 -0.19
C -1.462 0.646 -2.450 -0.17
C -0.748 0.764 -1.112 -0.20
O 0.159 1.865 -1.236 -0.14
C 0.258 2.248 -2.609 -0.20
H -0.802 1.498 -4.367 0.10
H 0.317 0.353 -3.625 0.10
H -2.330 1.312 -2.474 0.11
H -1.805 -0.368 -2.659 0.11
H -0.164 -0.135 -0.888 0.12
H -1.432 0.946 -0.281 0.11
H -0.270 3.203 -2.735 0.11
H 1.307 2.394 -2.872 0.12
C 1.928 0.469 -8.074 -0.18
C 2.506 -0.626 -7.194 -0.18
C 2.471 0.025 -5.822 -0.20
O 1.355 0.923 -5.823 -0.16
C 0.876 1.078 -7.162 -0.21
H 1.515 0.106 -9.015 0.11
H 2.699 1.210 -8.303 0.11
H 1.851 -1.501 -7.211 0.11
H 3.506 -0.944 -7.487 0.11
H 3.378 0.610 -5.635 0.12
H 2.354 -0.699 -5.014 0.12
H -0.078 0.544 -7.245 0.12
H 0.700 2.135 -7.365 0.12
```

## Properties
Net charge: -1
Total energy (Ha): -996.297941
Strongest force on any atom (eV/Å): 1.97
Frontier orbital gap (eV): 5.9